A.
DFT (wB97M-V/def2-TZVPD) results for the molecule C5H7FO.

Structure (ORCA input):
```
! RIJCOSX wB97M-V def2-TZVPD def2/J DEFGRID3
* xyz 0 1
C 0.242 -0.653 -0.988
C 1.447 -1.770 -1.569
C 1.422 -0.423 -1.973
C 0.068 0.217 0.060
C -1.208 0.502 0.720
O 1.108 0.726 0.775
F 0.862 -0.224 -3.197
H -0.695 -1.086 -1.451
H 2.061 -1.946 -0.585
H 2.070 0.462 -1.586
H -1.086 0.520 1.880
H -1.938 -0.294 0.548
H -1.554 1.515 0.424
H 0.931 0.987 1.649
*
```

Output
Gap between HOMO and LUMO, eV: 7.94
E_LUMO, eV: 0.00

=====

B.
DFT (wB97M-V/def2-TZVPD) results for the molecule C5H7FO.

Structure (ORCA input):
```
! RIJCOSX wB97M-V def2-TZVPD def2/J DEFGRID3
* xyz 0 1
C 0.004 -0.766 -1.005
C 0.809 -0.750 0.306
C -1.127 1.165 0.023
C -1.441 0.024 0.925
C 1.894 -0.029 0.526
O -1.234 -0.143 -0.606
F 2.259 0.675 -0.569
H -0.332 -1.830 -1.280
H 0.522 -0.326 -1.883
H 0.593 -1.321 1.162
H -1.787 1.900 -0.396
H -0.147 1.570 0.202
H -2.380 -0.226 1.159
H 2.367 0.058 1.437
*
```

Output
Gap between HOMO and LUMO, eV: 8.14
E_LUMO, eV: 0.98

=====

Energies in eV, measured from the most stable structure: A 0.000; B 1.693.